The following is a quantum chemistry calculation of C27H35AsCrN9O4 as an isolated structure, from the Open Molecules 2025 dataset.

Output
LUMO energy (spin up / spin down): -7.458 / -6.969 eV
ΔE to the lowest compared entry with this formula, charge and spin: 0.401 eV
⟨S²⟩: 0.86
Multiplicity: 2
Strongest force on any atom: 0.62 eV/A
Net charge: +2
Frontier orbital gap (spin up / spin down): 6.49 / 6.98 eV

```
77
C27H35AsCrN9O4 (wB97M-V/def2-TZVPD)
Cr -0.680 0.191 0.840
N 2.825 0.497 0.252
N 2.860 1.726 -0.411
C 1.780 2.498 -0.475
N 1.914 3.746 -0.893
N 0.584 1.919 -0.115
N -0.368 2.763 0.294
O -1.322 2.111 0.818
O -0.393 3.954 0.218
H 3.115 0.625 1.220
H 3.430 -0.159 -0.231
H 3.746 2.091 -0.747
H 2.826 4.120 -1.105
H 1.112 4.360 -0.938
C -2.997 -1.526 0.006
N -4.356 -1.711 -0.421
C -4.548 -1.001 -1.686
N -4.273 0.430 -1.537
C -2.917 0.623 -1.111
N -2.637 -0.078 0.210
C -3.649 0.478 1.220
N -4.995 0.288 0.762
C -5.257 -1.139 0.581
C -5.179 0.972 -0.517
H -2.324 -1.890 -0.765
H -2.807 -2.056 0.943
H -5.576 -1.132 -2.019
H -3.880 -1.420 -2.442
H -2.719 1.684 -0.965
H -2.226 0.210 -1.855
H -3.439 1.538 1.338
H -3.481 -0.045 2.162
H -6.287 -1.276 0.253
H -5.118 -1.656 1.531
H -4.988 2.038 -0.391
H -6.206 0.836 -0.852
C 0.124 0.506 4.602
C -0.073 0.319 3.152
O 0.765 0.636 2.276
O -1.177 -0.169 2.666
H -0.006 1.568 4.824
H 1.142 0.226 4.864
H -0.600 -0.069 5.172
C -1.006 -6.527 -0.490
C -1.505 -5.473 -1.238
C -1.139 -4.168 -0.939
C -0.278 -3.906 0.121
C 0.254 -4.973 0.845
C -0.116 -6.275 0.541
As 0.457 -2.135 0.484
C 1.292 -2.372 2.213
C 2.616 -2.028 2.448
C 3.154 -2.156 3.723
C 2.365 -2.618 4.766
C 1.037 -2.950 4.535
C 0.497 -2.826 3.263
C 1.830 -2.147 -0.867
C 1.591 -1.434 -2.037
C 2.505 -1.480 -3.080
C 3.661 -2.240 -2.951
C 3.889 -2.968 -1.791
C 2.969 -2.934 -0.748
H -1.297 -7.542 -0.721
H -2.175 -5.659 -2.065
H -1.498 -3.389 -1.597
H 0.954 -4.811 1.655
H 0.299 -7.092 1.114
H 3.251 -1.685 1.643
H 4.192 -1.907 3.896
H 2.786 -2.727 5.755
H 0.422 -3.318 5.344
H -0.538 -3.103 3.096
H 0.694 -0.829 -2.147
H 2.313 -0.932 -3.993
H 4.373 -2.282 -3.763
H 4.776 -3.579 -1.702
H 3.144 -3.538 0.134
```



The following is a quantum chemistry calculation of a 2-piece molecular cluster, C4H13NO2 overall at a distorted geometry, from the Open Molecules 2025 dataset.

Output
LUMO energy: 0.845 eV
ΔE to the lowest compared entry with this formula, charge and spin: 1.434 eV
Structure (SMILES): CCNCCO.O
Strongest force on any atom: 2.74 eV/A
Frontier orbital gap: 9.65 eV

```
20
C4H13NO2 (wB97M-V/def2-TZVPD)
C -2.610 -0.259 -0.145
C -1.633 -0.052 -1.358
N -0.229 -0.108 -1.024
C 0.277 1.121 -0.331
C 1.264 0.674 0.710
O 1.763 1.876 1.409
H -3.417 0.456 -0.289
H -3.011 -1.269 -0.196
H -2.166 -0.128 0.838
H -1.887 -0.837 -2.065
H -2.011 0.859 -1.853
H 0.244 -0.239 -1.910
H 0.777 1.682 -1.120
H -0.618 1.587 0.070
H 2.178 0.223 0.344
H 0.752 0.041 1.434
H 1.092 1.958 2.090
H 3.317 -2.756 1.827
H 3.258 -2.301 0.421
O 2.659 -2.528 1.151
```